Here is C24H28N4O4S in the gas phase from OMol25. Energies are from the ωB97M-V functional and the def2-TZVPD basis.

Computed properties:
HOMO level in Eh: -0.291
Multiplicity: 1
LUMO level in eV: 0.42
SMILES: CC(=O)Nc1ccc(S(=O)(=O)N2CCC(C(=O)NCCc3c[nH]c4ccccc34)CC2)cc1

CARTESIAN COORDINATES (ANGSTROEM)
C1 -7.015 -1.683 0.287
C2 -5.811 -1.034 -0.359
O1 -5.442 -1.279 -1.482
N1 -5.193 -0.143 0.481
C3 -4.060 0.635 0.251
C4 -3.549 1.375 1.320
C5 -2.416 2.149 1.154
C6 -1.794 2.188 -0.078
S1 -0.260 3.074 -0.306
O2 -0.060 3.960 0.807
O3 -0.229 3.623 -1.632
N2 0.774 1.766 -0.267
C7 1.790 1.665 -1.287
C8 3.107 2.319 -0.862
C9 3.569 1.776 0.492
C10 3.915 0.284 0.558
O4 3.970 -0.295 1.625
N3 4.196 -0.340 -0.607
C11 4.428 -1.765 -0.665
C12 3.417 -2.487 -1.568
C13 1.997 -2.104 -1.294
C14 1.122 -1.585 -2.206
N4 -0.090 -1.339 -1.621
C15 -0.018 -1.682 -0.304
C16 -0.979 -1.597 0.695
C17 -0.622 -2.018 1.957
C18 0.654 -2.524 2.219
C19 1.609 -2.617 1.232
C20 1.286 -2.182 -0.055
C21 2.458 2.040 1.517
C22 1.179 1.345 1.056
C23 -2.298 1.473 -1.147
C24 -3.431 0.698 -0.994
H1 -7.739 -0.926 0.581
H2 -6.711 -2.242 1.170
H3 -7.477 -2.363 -0.423
H4 -5.583 -0.052 1.409
H5 -4.041 1.337 2.281
H6 -2.011 2.733 1.965
H7 1.388 2.162 -2.172
H8 1.935 0.602 -1.503
H9 2.934 3.393 -0.752
H10 3.863 2.189 -1.639
H11 4.475 2.309 0.805
H12 4.151 0.155 -1.480
H13 5.443 -1.961 -1.030
H14 4.351 -2.119 0.364
H15 3.549 -3.563 -1.421
H16 3.638 -2.263 -2.615
H17 1.276 -1.384 -3.250
H18 -0.896 -0.946 -2.074
H19 -1.964 -1.212 0.481
H20 -1.341 -1.962 2.762
H21 0.892 -2.848 3.221
H22 2.586 -3.012 1.455
H23 2.753 1.641 2.487
H24 2.272 3.111 1.606
H25 0.353 1.574 1.730
H26 1.328 0.262 1.043
H27 -1.797 1.552 -2.099
H28 -3.836 0.136 -1.819

Here are the Mulliken charges for atoms 1 to 5, given in e: -1.334, 0.777, -0.601, -0.165, 0.821